C18H28ClCsN3NbO3 | wB97M-V/def2-TZVPD

## Properties
* gap between HOMO and LUMO (spin up / spin down): 6.4776 / 6.4767 eV
* charge: +2

Positions of all 55 atoms, in Å:
1 N -1.5619 -0.8737 0.9862
2 C -2.4392 -0.5100 1.7415
3 O -3.3779 -0.5988 2.5131
4 Cs -3.1622 -3.3201 2.0430
5 Nb -0.0606 -0.3600 -0.3353
6 N -1.2627 -0.4144 -1.9019
7 N 1.1607 -1.9547 -0.0754
8 C -2.6965 -0.2634 -2.2259
9 C 2.0786 -2.2404 1.0701
10 C -3.4532 -1.4289 -1.6007
11 C -2.9481 -0.2313 -3.7356
12 C -3.1784 1.0732 -1.6599
13 C 2.7178 -3.6397 1.0139
14 C 3.2456 -1.2550 1.0220
15 C 1.3178 -2.1120 2.3806
16 H -3.0687 -2.3858 -1.9787
17 H -4.5180 -1.3625 -1.8625
18 H -3.3627 -1.4267 -0.5081
19 H -2.4333 0.6095 -4.2172
20 H -4.0248 -0.0876 -3.9080
21 H -2.6629 -1.1687 -4.2277
22 H -3.0852 1.1263 -0.5718
23 H -4.2357 1.2219 -1.9261
24 H -2.5862 1.8913 -2.0915
25 H 1.9758 -4.4382 0.9135
26 H 3.2806 -3.8099 1.9469
27 H 3.4375 -3.7224 0.1909
28 H 3.8378 -1.4191 0.1124
29 H 3.8940 -1.4152 1.8942
30 H 2.9057 -0.2160 1.0487
31 H 0.8795 -1.1221 2.5335
32 H 2.0099 -2.2797 3.2160
33 H 0.5158 -2.8573 2.4599
34 C 1.5618 -2.6006 -1.3369
35 H 0.7117 -2.7395 -2.0154
36 H 2.3408 -2.0357 -1.8689
37 H 1.9775 -3.5924 -1.1319
38 C -0.3079 -0.5078 -3.0190
39 H -0.4660 0.2753 -3.7747
40 H 0.7263 -0.3773 -2.6481
41 H -0.3612 -1.4840 -3.5285
42 Cl 2.4036 6.7856 3.3278
43 C 1.7162 5.4123 2.5798
44 C 0.3760 5.4006 2.1784
45 C -0.1832 4.2628 1.6007
46 C 0.6393 3.1333 1.4553
47 C 1.9834 3.1593 1.7927
48 C 2.5370 4.2883 2.3793
49 C 0.2275 1.9022 0.8155
50 O -0.9164 1.6078 0.3612
51 O 1.1465 0.9806 0.6815
52 H -0.2086 6.3100 2.3350
53 H -1.2202 4.2360 1.2778
54 H 2.6033 2.2869 1.6108
55 H 3.5739 4.2875 2.6675

Mulliken atomic charge list, values in e, 5 entries: N -0.54; C 0.87; O -0.64; Cs 1.03; Nb 0.63

C18H28ClILaN3OP2 | wB97M-V/def2-TZVPD

## Properties
* ΔE to the lowest compared entry with this formula, charge and spin: 157.7 kcal per mole
* gap between HOMO and LUMO (spin up / spin down): 3.0772 / 3.0815 eV
* charge: +2

Positions of all 55 atoms, in Å:
1 C -4.9863 0.6033 -3.4026
2 C -3.8365 1.5542 -3.5819
3 H -4.7530 -0.1153 -2.5755
4 H -5.2055 0.0781 -4.3687
5 H -5.8470 1.2347 -3.1190
6 O -2.7588 1.4936 -2.8765
7 I -1.4076 3.4157 -3.7280
8 La -0.1503 0.7304 -0.3058
9 P -2.1891 2.8172 0.6645
10 C -2.7089 2.7567 2.4380
11 C -1.5363 4.5178 0.6047
12 H -2.2463 5.2199 1.0578
13 H -4.3776 3.8593 0.5192
14 H -1.3685 4.7744 -0.4444
15 H -3.6836 3.4975 -1.0911
16 H -1.8254 2.6366 3.0857
17 H -0.5772 4.5796 1.1260
18 C -3.8173 3.1303 -0.0742
19 H -3.2504 3.6901 2.6834
20 H -4.3752 2.1927 -0.1138
21 H -3.3757 1.8886 2.5780
22 P 0.2259 -0.7128 -2.9927
23 C 0.9276 -2.4042 -2.8953
24 C -1.0755 -1.0407 -4.2353
25 H 1.0354 0.9442 -4.5689
26 H 1.6889 -0.7087 -4.9567
27 H 2.3772 0.2691 -3.6003
28 C 1.4609 0.0168 -4.1548
29 H -1.4249 -0.0938 -4.6576
30 H -0.6859 -1.6882 -5.0322
31 H 1.3161 -2.6926 -3.8852
32 H 0.1324 -3.0944 -2.5872
33 H -1.9069 -1.5412 -3.7289
34 H 1.7267 -2.4264 -2.1438
35 Cl -4.1548 2.6011 -5.0122
36 N 7.0604 -4.9891 5.2898
37 C 6.1619 -4.3676 4.8571
38 C 5.0539 -3.5846 4.3182
39 C 4.4711 -4.0212 3.1084
40 C 3.4425 -3.2470 2.5628
41 C 3.0084 -2.0953 3.2027
42 C 3.5770 -1.6909 4.4236
43 C 4.6068 -2.4421 4.9842
44 N 1.9882 -1.3070 2.6096
45 C 1.5448 -0.0356 3.0018
46 C 0.5395 0.3860 2.1750
47 N 0.3916 -0.6334 1.1898
48 C 1.2127 -1.6753 1.5561
49 H 4.8214 -4.9060 2.5850
50 H 2.9869 -3.5805 1.6368
51 H 3.2233 -0.8166 4.9470
52 H 5.0746 -2.1509 5.9351
53 H 2.0291 0.4381 3.8476
54 H 0.0578 1.3478 2.1080
55 H 1.3814 -2.6125 1.0366

Mulliken atomic charge list, values in e, 5 entries: C -1.10; C 0.49; H 0.22; H 0.38; H 0.38

C18H28CuNO5P2 | wB97M-V/def2-TZVPD

## Properties
* ΔE to the lowest compared entry with this formula, charge and spin: 0.0 kcal per mole
* gap between HOMO and LUMO (spin up / spin down): 6.9312 / 4.8836 eV
* spin multiplicity: 2
* charge: +1
* ⟨S²⟩: 0.7545

Positions of all 55 atoms, in Å:
1 Cu 0.1921 0.1653 -0.0437
2 P 0.2155 1.1465 1.9228
3 C 0.5304 2.9511 1.5032
4 C 0.8035 3.0205 -0.0014
5 N 0.5496 1.9431 -0.7925
6 C 0.4195 2.0534 -2.1310
7 C 0.8877 3.2085 -2.7436
8 C 1.3866 4.2514 -1.9637
9 C 1.2738 4.1932 -0.5837
10 C -0.1709 0.8897 -2.9250
11 P -1.5723 0.1411 -1.9702
12 H 1.5502 5.0345 0.0423
13 H 0.9026 3.2203 -3.8276
14 H 1.7544 5.1452 -2.4557
15 H -0.4809 1.2235 -3.9299
16 H 0.5925 0.0949 -3.0363
17 H -0.2952 3.6072 1.7763
18 H 1.3668 3.3219 2.1263
19 H -2.6004 3.3543 0.5913
20 O -2.5067 4.2951 0.7218
21 H -2.7554 4.3248 1.6687
22 H -2.7740 0.5748 -0.1644
23 O -2.9779 0.9496 0.7031
24 H -3.9471 1.0396 0.7245
25 C -3.0165 1.0280 -2.7573
26 H -2.8864 1.1612 -3.8456
27 H -3.9509 0.4671 -2.5942
28 H -3.1439 2.0206 -2.2963
29 C -1.7403 -1.5496 -2.6814
30 H -2.3541 -2.1052 -1.9596
31 H -2.2240 -1.6248 -3.6700
32 H -0.7731 -2.0753 -2.7011
33 C 1.7437 0.7372 2.8865
34 H 1.8934 1.4989 3.6794
35 H 1.6995 -0.2759 3.3414
36 H 2.6114 0.7489 2.1985
37 C -1.0868 1.1457 3.2115
38 H -1.0961 0.1501 3.6936
39 H -0.8726 1.9401 3.9512
40 H -2.0559 1.3157 2.7141
41 O 3.3160 -2.6814 0.5344
42 C 2.5596 -3.7706 0.7382
43 C 3.2185 -4.9511 1.1072
44 C 2.4976 -6.1150 1.3087
45 C 1.1111 -6.1259 1.1281
46 C 0.4490 -4.9481 0.8010
47 C 1.1485 -3.7652 0.5751
48 C 0.4020 -2.5133 0.2582
49 O -0.8326 -2.4615 0.3085
50 O 1.1681 -1.5037 -0.1222
51 H 2.6541 -1.9955 0.2054
52 H 4.2943 -4.9242 1.2339
53 H 3.0145 -7.0295 1.5855
54 H 0.5347 -7.0346 1.2832
55 H -0.6270 -4.9124 0.6728

Mulliken atomic charge list, values in e, 5 entries: Cu 0.11; P 1.59; C -1.42; C 0.37; N -0.20

C18H28F5N4RuS5Sb2 | wB97M-V/def2-TZVPD

## Properties
* ΔE to the lowest compared entry with this formula, charge and spin: 6.7 kcal per mole
* gap between HOMO and LUMO (spin up / spin down): 4.7321 / 5.8518 eV
* spin multiplicity: 6
* charge: -2
* ⟨S²⟩: 8.8118

Positions of all 63 atoms, in Å:
1 Ru 0.4438 -0.2180 0.0259
2 N -2.8347 -0.1849 3.3664
3 C -1.9927 -0.2166 2.2438
4 S -0.2870 -0.2073 2.5559
5 N -2.5860 -0.2898 1.1009
6 N -1.7599 -0.3604 0.0096
7 C -2.3843 -0.6016 -1.1367
8 C -1.6552 -0.6994 -2.3215
9 C -2.2608 -0.9625 -3.5837
10 C -1.4987 -0.9870 -4.7128
11 C -0.1082 -0.7350 -4.6145
12 C 0.4193 -0.5058 -3.3606
13 N -0.2922 -0.5092 -2.2332
14 H -2.4064 0.3033 4.1383
15 H -3.7484 0.1769 3.1287
16 H -3.4656 -0.7013 -1.1338
17 H -3.3308 -1.1348 -3.6203
18 H -1.9550 -1.1872 -5.6761
19 H 0.5325 -0.7165 -5.4851
20 H 1.4771 -0.3007 -3.2343
21 S 6.0132 1.6791 -0.2250
22 Sb 4.1512 2.0689 1.0248
23 S 2.8037 -0.6892 -1.0267
24 S 2.7842 -0.0887 0.9312
25 S 4.3563 2.3427 3.2790
26 F 1.3051 2.2552 -1.1724
27 C 0.4203 1.8906 -0.1773
28 F 0.8472 2.5427 0.9609
29 C -0.8740 2.6376 -0.5426
30 F -1.8038 2.5166 0.4137
31 F -0.6477 3.9669 -0.6978
32 F -1.3983 2.2082 -1.6976
33 C 1.9353 -5.6177 0.8932
34 C 1.9395 -4.1355 1.2609
35 C 3.3358 -3.5637 1.0332
36 Sb 0.3648 -2.9571 0.3138
37 C -1.3426 -3.6268 1.5008
38 C -2.6520 -3.5848 0.7175
39 C -1.2039 -4.9570 2.2328
40 C 0.0255 -3.9750 -1.5816
41 C 1.2682 -3.8618 -2.4616
42 C -0.4793 -5.4152 -1.5449
43 H 2.6259 -6.1625 1.5484
44 H 2.2944 -5.7527 -0.1299
45 H 0.9579 -6.0889 0.9691
46 H 1.6942 -4.0259 2.3228
47 H 3.5908 -3.5347 -0.0274
48 H 4.0750 -4.1939 1.5431
49 H 3.4328 -2.5491 1.4112
50 H -1.3712 -2.8293 2.2482
51 H -2.6972 -4.3697 -0.0422
52 H -2.8085 -2.6257 0.2292
53 H -3.4928 -3.7443 1.4029
54 H -1.2156 -5.8040 1.5416
55 H -2.0540 -5.0864 2.9136
56 H -0.2936 -5.0195 2.8308
57 H -0.7566 -3.3417 -2.0137
58 H 2.0735 -4.5002 -2.0845
59 H 1.6495 -2.8433 -2.5004
60 H 1.0405 -4.1801 -3.4854
61 H 0.3113 -6.1059 -1.2493
62 H -0.8133 -5.7153 -2.5459
63 H -1.3169 -5.5574 -0.8617

Mulliken atomic charge list, values in e, 5 entries: Ru 0.54; N -0.61; C 0.34; S -0.47; N -1.77

C18H28F5ORuS2Si2Te | wB97M-V/def2-TZVPD

## Properties
* ΔE to the lowest compared entry with this formula, charge and spin: 23.0 kcal per mole
* gap between HOMO and LUMO (spin up / spin down): 6.8345 / 5.9687 eV
* spin multiplicity: 5
* charge: +1
* ⟨S²⟩: 6.0349

Positions of all 58 atoms, in Å:
1 Ru -0.2944 -0.1031 -0.1431
2 C -0.4576 0.8835 4.3941
3 C -0.4652 0.9031 2.8894
4 S -0.0637 -0.5778 2.1641
5 C -0.7735 2.0682 2.1811
6 C -1.0894 3.3549 2.8887
7 S -0.8001 2.1803 0.4811
8 H -0.1551 -0.0929 4.7650
9 H -1.4473 1.1129 4.7940
10 H 0.2413 1.6261 4.7821
11 H -1.2304 3.2247 3.9578
12 H -1.9909 3.8025 2.4698
13 H -0.2767 4.0671 2.7322
14 F 4.2121 -0.7691 -4.9025
15 C 3.5811 -0.5205 -3.7634
16 C 4.2558 0.0895 -2.7140
17 F 5.5301 0.4186 -2.8691
18 C 3.6170 0.3550 -1.5131
19 F 4.2832 0.9338 -0.5233
20 C 2.2756 0.0122 -1.3380
21 O 1.6302 0.2221 -0.1933
22 C 1.6388 -0.5882 -2.4168
23 F 0.3153 -0.9252 -2.2154
24 C 2.2476 -0.8687 -3.6181
25 F 1.5779 -1.4535 -4.6043
26 C -4.2025 2.3925 -1.1269
27 Si -3.6951 1.1049 -2.3892
28 C -4.8269 1.1791 -3.8719
29 C -1.9063 1.3352 -2.9323
30 C -3.8314 -0.6520 -1.6688
31 Te -2.6574 -1.2075 0.0292
32 C -3.7199 -0.0755 1.4866
33 Si -4.7369 -1.1667 2.6664
34 C -3.5384 -2.2563 3.6046
35 C -5.6420 0.0040 3.8120
36 C -5.9276 -2.1819 1.6369
37 H -4.1181 3.3906 -1.5627
38 H -3.5763 2.3746 -0.2338
39 H -5.2441 2.2627 -0.8231
40 H -4.7584 2.1552 -4.3568
41 H -5.8696 1.0256 -3.5877
42 H -4.5692 0.4220 -4.6153
43 H -1.7569 2.3192 -3.3812
44 H -1.6156 0.5842 -3.6700
45 H -1.1967 1.2684 -2.0970
46 H -3.5333 -1.3831 -2.4259
47 H -4.8469 -0.9232 -1.3700
48 H -4.3397 0.6115 0.9081
49 H -2.9761 0.5242 2.0154
50 H -2.8376 -1.6639 4.1977
51 H -2.9536 -2.8985 2.9414
52 H -4.0804 -2.9094 4.2916
53 H -4.9469 0.6346 4.3705
54 H -6.2407 -0.5477 4.5398
55 H -6.3192 0.6592 3.2605
56 H -5.4164 -2.8428 0.9321
57 H -6.6159 -1.5478 1.0731
58 H -6.5350 -2.8171 2.2853

Mulliken atomic charge list, values in e, 5 entries: Ru 0.61; C -1.90; C 1.01; S -0.05; C 0.65

C18H28F6N7O5S4V | wB97M-V/def2-TZVPD

## Properties
* ΔE to the lowest compared entry with this formula, charge and spin: 31.6 kcal per mole
* gap between HOMO and LUMO (spin up / spin down): 5.9106 / 6.8428 eV
* spin multiplicity: 4
* charge: -1
* ⟨S²⟩: 3.7784

Positions of all 69 atoms, in Å:
1 V 0.9746 -0.5255 0.7205
2 N 2.1222 -0.7485 5.1691
3 C 2.2154 -0.7254 3.7912
4 S 2.4973 -2.2096 2.9725
5 N 2.1628 0.4514 3.2338
6 N 2.2067 0.4274 1.8700
7 C 3.1709 1.0827 1.2811
8 C 3.2176 0.9543 -0.1224
9 C 4.2278 1.4713 -0.9438
10 C 4.1845 1.2577 -2.2979
11 C 3.0749 0.5614 -2.8238
12 C 2.1135 0.0895 -1.9748
13 N 2.1577 0.2046 -0.6225
14 H 1.9601 -1.6663 5.5425
15 H 1.5788 -0.0048 5.5806
16 H 3.9207 1.6095 1.8601
17 H 5.0421 2.0194 -0.4868
18 H 4.9622 1.6295 -2.9513
19 H 2.9675 0.3968 -3.8866
20 H 1.2395 -0.3692 -2.3862
21 C -1.5809 2.2600 -1.1817
22 C -0.2333 3.0061 -1.3082
23 N 0.6059 2.8293 -0.1368
24 C 0.3969 3.7058 0.9900
25 C -0.8669 3.4190 1.8081
26 S -1.0720 1.6920 2.3839
27 C -2.6370 1.2058 1.5817
28 C -2.5148 0.4844 0.2231
29 N -1.3981 0.9701 -0.5469
30 H -2.0354 2.1767 -2.1788
31 H -2.2641 2.8502 -0.5687
32 H -0.4336 4.0712 -1.5122
33 H 0.3008 2.5947 -2.1677
34 H 1.5795 2.8395 -0.4012
35 H 0.3387 4.7686 0.6867
36 H 1.2596 3.5904 1.6501
37 H -1.7636 3.6828 1.2507
38 H -0.8298 4.0370 2.7060
39 H -3.2396 2.1116 1.5027
40 H -3.1307 0.5508 2.3014
41 H -3.4825 0.5928 -0.2939
42 H -2.3552 -0.5804 0.3835
43 H -1.0936 0.2892 -1.2262
44 C -1.0510 -1.7906 3.8177
45 C -1.1173 -2.0417 2.3094
46 C -0.9040 -3.5176 1.9721
47 O -0.1933 -1.2392 1.6302
48 H -1.9360 -2.2055 4.3041
49 H -1.0074 -0.7152 4.0019
50 H -0.1557 -2.2564 4.2244
51 H -2.1336 -1.7655 1.9877
52 H 0.1034 -3.8046 2.2743
53 H -1.0006 -3.6622 0.8973
54 H -1.6376 -4.1414 2.4850
55 F 0.7701 -4.4611 -3.3930
56 C 1.0017 -3.2008 -3.0510
57 F 1.3610 -2.5155 -4.1348
58 F 2.0316 -3.1836 -2.1960
59 S -0.5068 -2.4584 -2.1808
60 O 0.0140 -2.0935 -0.8835
61 O -1.5027 -3.4830 -2.2015
62 N -0.8982 -1.1457 -2.9795
63 S -1.7977 -1.2955 -4.2911
64 O -1.7787 -0.0662 -5.0189
65 O -1.5842 -2.5201 -5.0013
66 C -3.5679 -1.3784 -3.6277
67 F -4.2949 -0.4089 -4.2054
68 F -3.6092 -1.1655 -2.3074
69 F -4.1521 -2.5378 -3.9026

Mulliken atomic charge list, values in e, 5 entries: V 1.07; N -0.48; C 0.33; S -0.49; N -1.69